No. 1
Density functional theory data (the ωB97M-V functional and the def2-TZVPD basis) for a structure of composition C27H32ClPSn at a distorted geometry.

The geometry in XYZ format:
```
62
Properties=species:S:1:pos:R:3:forces:R:3
C 0.2632 0.8286 -6.7490 0.056 0.177 -1.327
C 1.6452 1.3874 -7.1111 -0.009 -0.054 0.439
C 0.0378 -0.5200 -7.4444 -0.019 -0.069 0.435
C -0.8322 1.8230 -7.1550 -0.027 -0.049 0.440
Cl 0.1893 0.5757 -4.9517 -0.017 -0.044 0.332
H 0.0816 -0.3818 -8.5262 0.010 0.062 0.048
H -0.9427 -0.9385 -7.1925 0.153 0.107 -0.031
H 0.8066 -1.2471 -7.1610 -0.105 0.153 -0.036
H 1.7022 1.5414 -8.1901 -0.067 -0.031 0.032
H 2.4431 0.6947 -6.8219 -0.162 0.083 -0.048
H 1.8277 2.3488 -6.6186 -0.074 -0.160 -0.075
H -0.7956 1.9804 -8.2345 0.052 -0.052 0.039
H -0.6931 2.7923 -6.6638 0.019 -0.176 -0.072
H -1.8283 1.4459 -6.8985 0.185 0.021 -0.040
C 1.8006 -1.3796 1.1372 0.247 -0.173 -0.012
C 1.1019 -2.2700 0.2550 0.522 -0.257 -0.176
C 1.3584 -1.8482 -1.0902 -0.208 -0.079 0.102
H 0.5673 -3.1677 0.5777 0.195 0.396 -0.258
C 2.1555 -0.6579 -1.0418 -0.163 -0.254 0.000
C 2.4246 -0.3572 0.3303 0.204 -0.401 0.313
H 3.1213 0.3871 0.7065 -0.288 -0.057 -0.142
H 1.9549 -1.5361 2.2112 -0.191 0.222 -0.667
H 1.0871 -2.4056 -1.9967 -0.111 0.531 0.498
H 2.6248 -0.1588 -1.8892 -0.444 -0.018 0.197
C -2.0593 1.1510 0.5994 -1.385 -0.651 0.698
C -2.1346 -0.0770 1.3638 -1.126 0.595 -0.360
C -2.1967 -1.1665 0.4378 -0.509 0.187 0.303
H -2.2743 -0.1685 2.4511 0.397 0.063 -0.675
C -2.2668 -0.6165 -0.8855 0.784 -0.856 0.060
C -2.1781 0.8095 -0.7802 0.355 0.673 0.245
H -2.3512 1.5254 -1.5910 0.445 -0.381 0.274
H -2.0892 2.1580 1.0188 0.227 -0.363 -0.327
H -2.2861 -2.2194 0.7211 0.054 0.464 -0.267
H -2.4688 -1.1856 -1.8020 0.355 0.334 0.452
Sn -0.0086 -0.1099 0.2788 0.163 0.149 0.069
C 0.1070 -0.4771 4.0967 -0.396 -0.836 -0.583
P 0.3073 0.9436 2.9415 1.918 0.192 1.574
C -0.4274 2.2147 4.0269 -1.301 0.181 -0.481
C 0.3010 2.5538 5.1661 0.520 -0.091 0.432
C -0.3053 3.2371 6.2218 -0.035 -0.188 -0.336
C -1.6456 3.6134 6.1162 0.171 0.201 0.387
C -2.3752 3.2831 4.9810 -0.357 -0.133 -0.400
C -1.7834 2.5719 3.9364 0.325 -0.157 0.142
C 2.0774 1.3599 3.0794 -0.068 -0.146 -0.937
C 2.5446 2.4882 2.3710 -0.029 -0.356 0.171
C 3.8909 2.8334 2.4406 -0.187 0.165 -0.172
C 4.7804 2.0480 3.1793 0.184 0.195 0.006
C 4.3302 0.8996 3.8221 -0.050 -0.400 0.216
C 2.9820 0.5447 3.7628 0.117 -0.151 -0.127
H 0.4876 -1.4233 3.7034 0.030 0.128 -0.027
H 0.5999 -0.2857 5.0542 -0.081 0.305 -0.245
H -0.9562 -0.6443 4.2882 0.071 0.210 0.039
H 1.3338 2.2067 5.2720 -0.371 0.331 -0.002
H 0.2742 3.4290 7.1267 -0.227 0.069 -0.312
H -2.1209 4.1591 6.9423 0.191 -0.301 -0.448
H -3.4342 3.5430 4.9110 0.382 -0.029 0.047
H -2.3692 2.2326 3.0799 0.013 0.318 0.343
H 1.8476 3.0451 1.7382 0.260 0.076 0.302
H 4.2473 3.7129 1.9001 -0.076 -0.291 0.209
H 5.8366 2.3366 3.2427 -0.488 -0.171 -0.061
H 5.0217 0.2498 4.3712 -0.244 0.378 -0.247
H 2.6458 -0.3922 4.2145 0.208 0.408 0.047
```
Positions in Å, forces in eV/Å.

E_HOMO (spin up / spin down): -14.56 / -14.56 eV
E_tot: -2063.15340 Eh
Relative energy (zero: lowest compared OMol25 entry of this formula, charge and spin): 0.0 kJ/mol
Charge: +2

Atomic partial charges in e from the Mulliken method, atoms 1 to 2: atom 1 (C): 1.029, atom 2 (C): -1.360

***

No. 2
Density functional theory data (the ωB97M-V functional and the def2-TZVPD basis) for a cluster of 2 separate species, C27H32F2N3S in total at a distorted geometry.

The geometry in XYZ format:
```
65
Properties=species:S:1:pos:R:3:forces:R:3
C 2.2473 -3.1367 1.4970 0.357 -0.032 -0.189
C 2.5685 -1.9270 2.3644 0.203 0.531 -0.427
C 2.2675 -2.2486 3.8231 0.323 0.010 0.270
N 3.9813 -1.5060 2.2280 -0.668 0.836 0.057
C 4.0495 -0.2432 1.9815 -1.416 -1.662 0.127
S 5.5601 0.6100 1.9440 0.609 -0.731 0.528
C 6.4745 -0.7618 2.8638 0.454 0.660 -0.205
C 7.9280 -0.4703 2.9043 1.202 0.499 -0.140
N 9.0640 -0.2116 2.9181 -2.112 -0.528 0.004
C 2.6667 0.4466 1.8171 0.380 -0.272 -0.120
C 2.4454 1.3974 2.9917 0.104 0.239 0.170
C 2.5393 1.1590 0.4722 0.372 0.190 -0.141
N 1.8093 -0.7375 1.8941 -0.374 -0.561 -0.251
C 0.4414 -0.7493 1.8926 0.380 0.657 -0.062
C -0.4190 0.2122 1.4307 1.211 -0.370 0.564
C -1.6918 0.4454 2.1790 -0.716 -0.570 0.045
H 2.9353 -3.9539 1.7412 -0.199 0.110 -0.043
H 1.2199 -3.4664 1.6841 0.165 -0.012 -0.070
H 2.3624 -2.8862 0.4355 -0.008 -0.062 0.197
H 2.9172 -3.0717 4.1457 -0.199 0.165 -0.014
H 2.4643 -1.3793 4.4643 -0.085 -0.241 -0.144
H 1.2241 -2.5595 3.9375 0.176 0.046 0.065
H 6.0683 -0.7807 3.8869 0.156 -0.112 -0.455
H 6.2717 -1.7093 2.3481 0.127 0.401 0.240
H 3.2200 2.1764 2.9692 -0.273 -0.105 0.060
H 1.4593 1.8728 2.9238 0.203 -0.123 0.045
H 2.5270 0.8583 3.9469 -0.044 0.208 -0.290
H 3.4759 1.6925 0.2551 -0.296 0.000 -0.050
H 2.3615 0.4318 -0.3317 0.070 0.212 0.194
H 1.7243 1.8904 0.5033 0.222 -0.125 -0.086
H 0.0356 -1.6531 2.3626 -0.052 0.499 0.246
H -0.0790 0.9616 0.7184 0.219 0.127 0.586
H -2.5797 0.1669 1.5974 -0.245 0.078 0.155
H -1.7073 -0.1740 3.0910 -0.101 0.326 -0.328
H -1.8162 1.4953 2.4844 0.174 -0.288 -0.012
C -1.3241 -3.6195 -5.1720 0.245 -0.574 -0.085
C -1.5588 -2.6431 -4.0808 0.124 0.315 0.261
C -2.5966 -1.7182 -4.1776 -0.784 0.411 -0.490
F -3.3867 -1.7743 -5.3002 0.645 0.075 1.207
C -2.8584 -0.7621 -3.2208 0.269 0.237 -0.112
C -1.9797 -0.6195 -2.0940 0.036 -0.755 -0.568
C -2.0855 0.4240 -1.1355 -1.400 0.020 -1.365
C -2.8346 1.6160 -1.3640 -0.227 0.977 -0.393
C -3.1070 2.1159 -2.6824 -0.156 -0.303 0.097
C -3.9470 3.1937 -2.8547 0.037 -0.097 -0.931
F -4.2670 3.5965 -4.1286 0.480 -0.418 1.198
C -4.5129 3.9058 -1.7987 0.128 -0.408 0.104
C -5.4226 5.0468 -2.0625 -0.214 0.533 0.265
C -4.1857 3.4780 -0.5031 -0.014 0.010 0.009
C -3.3680 2.3851 -0.2857 0.401 -0.369 0.140
C -0.9666 -1.6185 -1.9571 -0.065 0.316 0.363
C -0.7648 -2.5857 -2.9242 0.013 0.017 0.013
H -0.5843 -4.3542 -4.8461 -0.091 0.042 -0.128
H -2.2425 -4.1483 -5.4500 0.124 0.183 0.036
H -0.9377 -3.1321 -6.0763 -0.160 0.027 0.192
H -3.7194 -0.1100 -3.3467 0.134 -0.331 0.026
H -1.6510 0.2550 -0.1731 0.305 -0.117 0.290
H -2.6766 1.6329 -3.5567 -0.022 0.336 0.185
H -5.6277 5.5671 -1.1239 -0.038 0.001 -0.165
H -4.9850 5.7614 -2.7685 -0.067 -0.207 0.065
H -6.3823 4.7163 -2.4794 0.246 -0.045 -0.005
H -4.6017 4.0317 0.3418 0.172 -0.238 -0.234
H -3.1410 2.0731 0.7333 -0.134 0.104 -0.280
H -0.3325 -1.5807 -1.0694 -0.088 -0.001 -0.237
H 0.0312 -3.3235 -2.8080 -0.218 0.259 0.013
```
Positions in Å, forces in eV/Å.

E_HOMO: -10.28 eV
E_tot: -1809.91664 Eh
Charge: +1

Atomic partial charges in e from the Mulliken method, atoms 1 to 2: atom 1 (C): -1.540, atom 2 (C): 0.614

***

No. 3
Density functional theory data (the ωB97M-V functional and the def2-TZVPD basis) for a structure of composition C27H32FeNO at a distorted geometry.

The geometry in XYZ format:
```
62
Properties=species:S:1:pos:R:3:forces:R:3
C -0.6994 3.5769 -3.4029 0.041 -0.041 0.075
C 0.1241 4.7045 -2.7714 0.075 -0.190 0.032
C -0.0495 4.7424 -1.2392 0.018 0.326 0.040
C -0.1796 3.3964 -0.5747 -0.478 -0.756 -0.040
N -0.3159 3.3553 0.8452 0.621 -0.126 0.620
C 0.0775 4.5141 1.6712 -0.324 -0.494 -0.688
C 0.2988 4.1144 3.1326 -0.155 -0.365 -0.144
O -0.8171 3.4118 3.6646 -0.275 0.461 0.025
C -1.1273 2.2451 2.9131 0.232 0.028 -0.195
C -1.4172 2.5777 1.4498 0.402 0.315 -0.412
C -0.2797 2.2675 -1.2978 0.045 0.657 0.401
C -0.3091 2.2211 -2.7923 -0.063 0.174 -0.439
H -1.7651 3.7630 -3.2188 0.071 -0.026 0.086
H -0.5810 3.5705 -4.4955 0.094 -0.029 0.222
H 1.1848 4.5664 -3.0190 -0.116 -0.135 0.073
H -0.1518 5.6740 -3.2100 -0.014 -0.157 0.211
H 0.7874 5.2867 -0.7866 -0.064 0.034 -0.158
H -0.9466 5.3207 -0.9892 -0.009 0.057 0.019
H 0.9865 4.9618 1.2546 -0.063 -0.164 0.227
H -0.7114 5.2686 1.6006 -0.120 0.316 0.308
H 1.1773 3.4675 3.2329 0.148 -0.004 -0.234
H 0.4661 4.9934 3.7701 -0.204 -0.156 -0.237
H -0.2767 1.5600 2.9975 0.028 -0.124 -0.230
H -1.9883 1.7636 3.3957 0.153 0.262 -0.187
H -2.3278 3.1786 1.3728 -0.331 0.074 0.220
H -1.5955 1.6699 0.8653 0.178 0.115 0.253
H -0.3667 1.3319 -0.7746 0.044 -0.338 0.058
H -1.0017 1.4390 -3.1332 0.098 0.156 0.130
H 0.6763 1.9186 -3.1685 -0.017 0.013 -0.036
C -2.7499 -4.7025 2.0280 0.310 -0.198 1.203
C -1.5367 -5.4713 1.8317 -0.420 0.469 1.045
C -0.4157 -4.6613 2.2748 -0.559 -0.157 0.572
C -0.9393 -3.3925 2.7479 -0.635 -0.644 0.652
C -2.3820 -3.4240 2.6028 0.355 -1.401 0.992
Fe -1.4186 -3.6706 0.7396 1.020 -0.783 -0.032
C -2.5571 -2.5196 -0.5662 -0.364 -0.737 -1.413
C -1.8857 -3.6418 -1.2881 -1.549 0.736 -0.338
C -0.5023 -3.5096 -1.1402 0.526 2.034 0.218
C -0.2257 -2.2730 -0.3261 -1.956 0.054 -2.101
C 1.0014 -1.6910 -0.0571 1.013 -0.267 -0.084
C 2.2710 -2.0485 -0.6720 -0.993 0.403 0.529
C 3.4663 -1.8558 0.0319 0.157 0.117 -0.040
C 4.6833 -2.1253 -0.5520 0.011 0.120 0.194
C 4.7414 -2.5773 -1.8573 0.601 -0.159 -0.217
C 3.5775 -2.7649 -2.5771 -0.110 -0.022 0.082
C 2.3561 -2.5113 -1.9906 0.052 -0.145 -0.266
C -1.5809 -1.7122 0.0251 1.927 0.193 -1.546
H -3.7658 -5.0359 1.8047 0.418 0.122 0.128
H -1.4833 -6.4914 1.4477 -0.022 0.425 0.057
H 0.6370 -4.9487 2.2359 -0.432 0.152 0.053
H -0.3517 -2.5394 3.0988 -0.245 -0.456 -0.100
H -3.0744 -2.6440 2.9181 0.230 -0.173 -0.296
H -3.6364 -2.3559 -0.5127 0.456 -0.146 -0.091
H -2.3930 -4.4425 -1.8323 0.117 0.455 0.180
H 0.2418 -4.2149 -1.5143 -0.214 0.338 0.263
H 1.0139 -0.8654 0.6293 0.122 0.228 0.467
H 3.4189 -1.4853 1.0428 -0.023 0.041 0.231
H 5.5945 -1.9780 0.0088 0.129 0.022 0.078
H 5.6984 -2.7805 -2.3121 0.161 -0.043 -0.086
H 3.6346 -3.1003 -3.6006 -0.060 -0.055 -0.197
H 1.4583 -2.6164 -2.5728 -0.241 -0.025 -0.044
H -1.7677 -0.8102 0.6111 0.204 -0.378 -0.089
```
Positions in Å, forces in eV/Å.

E_HOMO (spin up / spin down): -1.08 / -2.50 eV
E_tot: -2441.59699 Eh
Relative energy (zero: lowest compared OMol25 entry of this formula, charge and spin): 0.0 kJ/mol
Multiplicity: 5
<S²>: 6.078
Charge: -1

Atomic partial charges in e from the Mulliken method, atoms 1 to 2: atom 1 (C): -0.812, atom 2 (C): -0.896

***

No. 4
Density functional theory data (the ωB97M-V functional and the def2-TZVPD basis) for a structure of composition C27H32IrN7O4S2 at a distorted geometry.

The geometry in XYZ format:
```
73
Properties=species:S:1:pos:R:3:forces:R:3
Ir 0.1759 0.6342 0.2252 0.395 -1.478 0.111
C 2.4081 2.0273 8.2334 -0.036 0.110 0.007
C 1.1526 1.5208 7.6431 0.589 0.388 -0.073
C 0.5332 0.3721 8.1667 -0.931 -1.053 0.020
C -0.5718 -0.1818 7.5476 0.830 -0.102 1.093
C -1.1041 0.4746 6.4525 -1.696 -1.025 -0.460
C -0.5359 1.6216 5.9191 1.072 1.460 0.057
C 0.5754 2.1580 6.5344 -0.758 0.029 -0.857
S -2.5559 -0.2007 5.6261 0.868 -0.024 -0.986
O -3.3723 0.8393 5.1093 0.237 0.211 0.199
O -3.0490 -1.3372 6.3075 0.153 -0.111 0.305
N -1.6619 -0.7484 4.3042 -0.471 1.226 0.764
C -0.9982 -2.0055 4.2250 -0.144 -1.143 0.092
C 0.4104 -1.8884 3.6274 -0.051 0.255 -0.021
C 0.3956 -1.0141 2.3898 0.171 -0.810 0.502
O 0.6826 -1.4643 1.2744 -0.349 1.054 -1.725
O 0.0293 0.2062 2.5000 0.124 1.677 -2.342
H 3.1112 1.2211 8.4412 0.005 -0.099 0.027
H 2.1775 2.4742 9.2058 -0.006 0.056 0.135
H 2.8837 2.7854 7.6170 -0.017 0.008 0.010
H 0.9237 -0.0827 9.0653 0.081 -0.045 0.068
H -1.0606 -1.0574 7.9448 -0.030 -0.130 0.056
H -0.9990 2.1059 5.0750 -0.028 0.126 -0.147
H 1.0141 3.0675 6.1535 0.060 0.074 -0.010
H -1.2704 -0.0183 3.7037 -0.539 0.023 0.190
H -1.5992 -2.6903 3.6054 0.119 0.107 0.101
H -0.9886 -2.4517 5.2254 0.218 -0.118 -0.201
H 0.7751 -2.8775 3.3549 0.024 0.070 -0.031
H 1.0924 -1.4504 4.3568 0.041 0.084 0.010
N 1.6097 3.0837 -1.8828 0.356 -0.375 -0.204
C 0.5374 3.5262 -1.2433 0.106 0.792 -0.435
N -0.1358 2.8143 -0.3593 0.587 -2.717 0.421
C -1.2061 3.5122 0.1439 -1.424 1.249 0.432
C -2.1208 3.0448 1.0842 0.277 0.047 -0.186
C -3.1878 3.8452 1.4370 -0.084 0.449 -0.121
C -3.3488 5.1194 0.8754 0.052 -0.286 0.199
C -2.4301 5.6232 -0.0272 0.235 -0.154 -0.082
C -1.3591 4.8176 -0.3909 -0.239 -1.008 0.520
S -0.1004 5.1490 -1.5397 0.482 -0.969 0.146
H 1.9589 2.1539 -1.6727 0.122 0.358 -0.074
H 2.0796 3.6454 -2.5772 -0.037 -0.079 0.092
H -1.9799 2.0737 1.5355 -0.073 -0.166 0.025
H -3.9037 3.4902 2.1626 -0.069 -0.022 0.041
H -4.1939 5.7255 1.1594 -0.082 0.053 0.050
H -2.5372 6.6132 -0.4444 -0.066 0.067 -0.017
C 5.5302 -0.3993 1.3762 0.291 -0.120 0.264
C 4.3511 -0.2895 0.5028 -0.674 -0.031 -0.496
C 3.9674 -1.0438 -0.6056 -0.208 0.469 0.280
C 2.7432 -0.5291 -1.0202 0.294 -0.179 0.332
N 2.3824 0.4932 -0.2190 -1.147 0.743 0.841
N 3.3685 0.6123 0.6997 0.548 -0.184 0.310
C 1.8856 -0.9329 -2.1557 0.118 -0.046 0.114
H 6.3996 -0.7135 0.8038 0.043 0.111 -0.036
H 5.3657 -1.1725 2.1308 -0.047 0.052 0.003
H 5.7468 0.5376 1.8843 0.083 0.031 0.002
H 4.5105 -1.8578 -1.0381 0.149 -0.155 -0.164
H 3.3663 1.3555 1.3817 -0.105 -0.005 -0.110
H 2.3177 -0.5713 -3.0883 -0.181 0.066 -0.108
H 0.8745 -0.5190 -2.0311 -0.120 -0.039 -0.211
H 1.8277 -2.0166 -2.2130 -0.179 -0.043 -0.042
N -5.8190 -0.8368 -1.1661 -0.065 -0.057 -0.077
C -4.5200 -0.6440 -0.9627 0.207 0.158 0.077
C -3.8276 -1.2665 0.1031 0.397 -0.010 -0.102
C -2.4961 -1.0016 0.2949 -0.643 -0.239 0.376
N -1.7920 -0.1486 -0.4686 1.376 0.958 1.240
C -2.4219 0.4169 -1.5124 -0.575 0.420 -0.246
C -3.7474 0.2100 -1.7876 0.322 -0.120 0.016
H -6.3551 -1.4670 -0.5890 0.051 0.059 -0.050
H -6.2922 -0.4234 -1.9550 0.022 -0.021 0.069
H -4.3408 -1.9592 0.7513 0.021 -0.092 0.084
H -1.9579 -1.4939 1.0931 -0.020 0.049 0.034
H -1.8378 1.0644 -2.1535 0.017 0.122 0.070
H -4.1904 0.7011 -2.6373 -0.049 0.044 -0.163
```
Positions in Å, forces in eV/Å.

E_HOMO (spin up / spin down): -15.70 / -15.69 eV
E_tot: -2632.02628 Eh
Relative energy (zero: lowest compared OMol25 entry of this formula, charge and spin): 7.3 kJ/mol
Multiplicity: 2
<S²>: 0.804
Charge: +3

Atomic partial charges in e from the Mulliken method, atoms 1 to 2: atom 1 (Ir): 1.901, atom 2 (C): -1.405